(1)
14
Properties=species:S:1:pos:R:3:forces:R:3:nbo_charge:R:1 method="wB97M-V/def2-TZVPD" homo_energy_ev="-20.13 / -20.14" homo_lumo_gap_ev="7.64 / 7.65" total_charge=+2 e_above_lowest_kj_mol=365.1 fmax_ev_per_a=3.4 smiles="CN1CC#[N+]C=[NH+]1"
C 1.61659 0.39147 -0.64878 -0.057 3.060 -1.049 -0.46
N 0.33204 -0.17109 -0.29725 -2.065 1.606 0.177 -0.13
C 0.16971 -1.28734 0.57392 -0.169 0.466 -0.723 -0.35
C -0.74474 -0.64846 1.56217 -0.007 -0.364 -0.211 0.79
N -1.52949 0.23841 1.58706 0.474 -0.848 1.396 -0.32
C -1.82267 0.75692 0.35734 -1.822 2.073 -1.368 0.38
N -0.88625 0.64062 -0.53025 2.129 -2.468 0.919 -0.26
H 2.40789 -0.22105 -0.29820 0.492 -1.452 -0.411 0.28
H 1.54938 0.55855 -1.79239 0.817 -0.177 1.890 0.28
H 1.90240 1.31922 -0.05810 -0.946 -0.470 -1.022 0.26
H 1.11387 -1.69925 0.85857 0.815 0.053 0.708 0.36
H -0.26582 -2.07654 -0.00218 -1.394 -1.068 0.428 0.33
H -2.83596 1.30591 0.18190 1.870 -1.066 0.078 0.35
H -1.00696 0.89263 -1.49380 -0.139 0.654 -0.812 0.50


(2)
14
Properties=species:S:1:pos:R:3:forces:R:3:nbo_charge:R:1 method="wB97M-V/def2-TZVPD" homo_energy_ev="-16.49 / -20.38" homo_lumo_gap_ev="7.86 / 7.66" total_charge=+2 e_above_lowest_kj_mol=202.5 fmax_ev_per_a=6.7 multiplicity=3
C 0.00177 -0.37026 -2.85941 -0.483 -3.224 1.782 0.20
C 0.29208 0.66335 -3.71422 0.686 1.178 -6.564 -0.22
C -1.42300 -0.07328 2.83282 -0.207 -0.858 1.413 0.06
C 1.03617 -0.19404 2.84807 6.087 0.909 1.656 0.08
N 0.09278 -0.01060 -0.46176 0.069 0.800 4.539 0.24
N 0.06513 -0.16291 -1.55299 -0.295 -1.784 -4.799 -0.03
N -0.15621 -0.09274 2.74410 -5.062 -0.329 -0.023 -0.27
H -0.16172 -1.40375 -3.30500 -0.048 1.078 1.317 0.32
H 0.51883 1.65639 -3.50987 0.221 1.503 0.897 0.24
H 0.35184 0.39934 -4.85538 -0.140 0.440 2.454 0.27
H -1.93930 0.90879 2.65957 0.376 -1.124 -0.059 0.27
H -2.00734 -1.02867 3.28846 1.478 2.263 -1.390 0.30
H 1.55995 0.15091 3.88032 -1.296 -0.954 -2.278 0.29
H 1.76902 -0.44255 2.00530 -1.383 0.102 1.056 0.26